Entry from OMol25: a cluster of 2 separate species, C3H3N3O in total in a non-equilibrium geometry (wB97M-V/def2-TZVPD).

Its structure (SMILES) is N=C=CC=O.N#N. The value obtained for the LUMO energy is 0.44 eV. The spin multiplicity is 1. The energy above the lowest of the compared OMol25 structures with the same formula, charge and spin is 80.6 kJ/mol.

XYZ file:
```
10
Properties=species:S:1:pos:R:3:forces:R:3:mulliken_charge:R:1
N -0.554 -0.183 -2.126 0.3374 0.1318 0.7922 -0.4725
C 0.120 0.041 -1.142 -0.0624 -0.0928 -0.5560 0.6342
N -1.366 -1.955 0.558 1.0359 0.1941 1.3994 0.0239
N -0.674 -1.777 1.395 -1.2083 -0.3881 -1.2684 -0.0231
O -0.674 1.746 0.948 0.4272 -0.1124 0.0033 -0.5062
C 0.449 1.287 0.900 -0.3154 0.0970 0.0066 0.0720
C 0.920 0.359 -0.131 -0.0694 -0.0439 -0.1926 -0.7238
H -1.254 -0.925 -2.081 0.1185 0.0944 0.0108 0.3126
H 1.204 1.540 1.672 -0.1124 -0.0182 -0.0989 0.3332
H 1.882 -0.137 -0.036 -0.1511 0.1383 -0.0965 0.3496
```
Positions in Å, forces in eV/Å.

***

Entry from OMol25: an isolated molecule of C3H3N3O in a non-equilibrium geometry (wB97M-V/def2-TZVPD).

Its structure (SMILES) is ON=C1N=CC=N1. The value obtained for the LUMO energy is -1.17 eV. The spin multiplicity is 1. The energy above the lowest of the compared OMol25 structures with the same formula, charge and spin is 374.5 kJ/mol.

XYZ file:
```
10
Properties=species:S:1:pos:R:3:forces:R:3:mulliken_charge:R:1
C 0.486 -0.400 -0.414 -4.0684 2.7021 1.3537 0.5089
C -1.143 1.072 -0.758 0.7045 -1.6363 -0.0531 0.0782
C -1.131 0.506 0.565 -1.4366 0.2578 3.8082 -0.1060
H 2.020 -1.469 1.122 -0.5629 -0.0390 0.4390 0.3409
H -2.104 1.594 -1.006 1.7694 0.1773 -0.8764 0.3102
H -1.690 0.915 1.445 -0.0830 -0.4854 -1.0329 0.3575
N 1.631 -0.754 -0.637 4.0064 -2.1670 -0.7360 -0.2137
N -0.103 0.566 -1.367 -1.2270 0.0879 -0.2819 -0.4908
N -0.308 -0.433 0.826 1.6009 0.1347 -1.7053 -0.4734
O 2.342 -1.596 0.225 -0.7034 0.9680 -0.9153 -0.3119
```
Positions in Å, forces in eV/Å.

***

Entry from OMol25: an isolated molecule of C3H3N3O (wB97M-V/def2-TZVPD).

The value obtained for the LUMO energy is -1.94 eV. The spin multiplicity is 1. The energy above the lowest of the compared OMol25 structures with the same formula, charge and spin is 660.6 kJ/mol.

XYZ file:
```
10
Properties=species:S:1:pos:R:3:forces:R:3:mulliken_charge:R:1
N 2.330 -0.999 0.958 -0.5617 0.1928 -0.2211 -0.5289
C 1.268 -0.603 0.498 0.3083 -0.0671 0.0752 0.4518
N -0.940 1.047 -1.846 -0.5493 0.0078 0.7052 -0.2803
N -1.675 1.051 -0.915 0.4695 0.1653 -0.7593 -0.0465
O -0.896 0.412 1.425 -0.1132 -0.0016 -0.1046 -0.4788
C -1.258 0.030 0.251 0.0638 -0.2049 0.1775 0.5136
C 0.161 -0.250 -0.093 0.2917 -0.0791 0.1187 -0.5078
H 3.053 -0.294 1.099 -0.0413 -0.0184 -0.0239 0.3033
H -2.018 -0.765 0.157 0.0970 0.0719 0.0310 0.2761
H -0.024 0.370 -1.534 0.0353 -0.0667 0.0014 0.2975
```
Positions in Å, forces in eV/Å.

***

Entry from OMol25: an isolated molecule of C3H3N3O in a non-equilibrium geometry (wB97M-V/def2-TZVPD).

The value obtained for the LUMO energy (alpha / beta) is 0.63 / -1.93 eV. The spin multiplicity is 3. The energy above the lowest of the compared OMol25 structures with the same formula, charge and spin is 303.9 kJ/mol.

XYZ file:
```
10
Properties=species:S:1:pos:R:3:forces:R:3:mulliken_charge:R:1
C 1.984 0.162 -0.009 -1.8166 1.4155 -0.6845 0.4377
C -0.340 0.940 0.116 2.4133 -0.4885 -0.4389 -0.1224
C -1.478 0.278 0.298 -0.3197 -1.8756 -0.3989 -0.2734
N 3.127 0.278 0.052 1.9539 -0.2921 0.3311 -0.4646
N -0.032 -1.444 -0.055 -2.7401 -4.1062 0.6220 -0.3022
N 0.704 0.087 -0.221 0.9229 4.2920 0.2504 -0.1537
O -1.379 -1.083 0.129 0.2237 0.9156 -0.2639 -0.2190
H -0.167 1.996 0.175 -0.1036 0.3093 0.2221 0.4135
H -2.464 0.635 0.509 -0.1886 0.0510 0.1632 0.4107
H 0.046 -1.849 -0.994 -0.3453 -0.2211 0.1974 0.2734
```
Positions in Å, forces in eV/Å.

***

Entry from OMol25: an isolated molecule of C3H3N3O2 in a non-equilibrium geometry (wB97M-V/def2-TZVPD).

Its structure (SMILES) is [H]/N=c1\ncn(C=O)o1. The value obtained for the LUMO energy is -0.71 eV. The spin multiplicity is 1. The energy above the lowest of the compared OMol25 structures with the same formula, charge and spin is 708.6 kJ/mol.

XYZ file:
```
11
Properties=species:S:1:pos:R:3:forces:R:3:mulliken_charge:R:1
C 0.023 1.163 -0.998 0.4425 4.1910 1.6097 0.5092
C -0.819 -0.857 -0.488 1.9754 2.2407 -0.0125 0.2119
C 0.767 -1.184 1.534 1.6946 2.5919 1.9249 0.2301
H -0.521 2.599 -1.946 -1.8134 0.9877 -3.3457 0.2581
H -1.214 -1.940 -0.065 0.4748 2.7560 -2.5965 0.2242
H 0.038 -2.117 1.929 2.6080 2.0320 -0.8386 0.2272
N 0.040 2.557 -1.175 1.1166 -7.7465 2.4272 -0.5838
N -0.603 -0.038 -1.620 -0.9906 -1.7653 5.1009 -0.4724
N -0.257 -0.242 0.722 3.6613 -1.8050 -1.1163 -0.0137
O 1.918 -0.728 1.878 -7.0274 -3.4100 -2.1342 -0.3984
O 0.628 0.785 0.229 -2.1419 -0.0726 -1.0188 -0.1924
```
Positions in Å, forces in eV/Å.

***

Entry from OMol25: an isolated molecule of C3H3N3O2 in a non-equilibrium geometry (wB97M-V/def2-TZVPD).

Its structure (SMILES) is [H]/N=C1/N=CC(=O)N1O. The value obtained for the LUMO energy is -1.18 eV. The spin multiplicity is 1. The energy above the lowest of the compared OMol25 structures with the same formula, charge and spin is 464.1 kJ/mol.

XYZ file:
```
11
Properties=species:S:1:pos:R:3:forces:R:3:mulliken_charge:R:1
C -0.658 -0.506 -0.683 0.4207 0.3737 1.7138 0.3376
C -1.276 0.676 1.070 -1.5373 -0.4878 -1.5939 0.0796
C 0.261 0.765 1.071 0.0345 -1.7706 -0.8460 0.4116
H 2.311 -1.088 -0.662 -2.6270 4.4295 0.0138 0.3976
H 0.374 -1.057 -2.102 -1.5203 -0.7472 0.5305 0.3168
H -1.807 1.230 1.918 0.3671 -0.9352 -1.6065 0.3358
N 0.595 -0.341 0.114 -1.6854 2.7912 0.8387 0.1015
N -0.641 -1.087 -1.773 0.8639 0.6020 -1.7660 -0.5410
N -1.846 0.027 0.028 3.7798 1.1167 3.2434 -0.4693
O 1.707 -0.100 -0.695 2.5804 -4.5929 0.3101 -0.4986
O 0.979 1.480 1.714 -0.6764 -0.7792 -0.8380 -0.4716
```
Positions in Å, forces in eV/Å.